Entry 1:
{
  "formula": "C4H36BO26",
  "method": "wB97M-V/def2-TZVPD",
  "species": ["O", "C", "O", "B", "O", "C", "O", "O", "C", "O", "C", "O", "O", "O", "H", "H", "O", "H", "H", "O", "H", "H", "O", "H", "H", "O", "H", "H", "O", "H", "H", "O", "H", "H", "O", "H", "H", "O", "H", "H", "O", "H", "H", "O", "H", "H", "O", "H", "H", "O", "H", "H", "O", "H", "H", "O", "H", "H", "O", "H", "H", "O", "H", "H", "O", "H", "H"],
  "positions_angstrom": [[28.74, -23.45, 4.08], [27.83, -23.00, 4.70], [26.53, -23.17, 4.48], [25.78, -22.62, 5.60], [26.74, -21.83, 6.40], [27.94, -22.11, 5.94], [28.95, -21.61, 6.37], [25.18, -23.65, 6.51], [23.91, -23.41, 6.67], [23.12, -24.05, 7.32], [23.56, -22.18, 5.77], [24.65, -21.76, 5.18], [22.46, -21.75, 5.61], [20.29, -21.34, 7.73], [21.15, -20.88, 7.63], [19.75, -20.71, 8.22], [25.50, -26.45, 4.75], [25.64, -25.92, 3.95], [25.32, -25.80, 5.44], [27.06, -25.97, 7.82], [26.91, -26.75, 8.36], [26.65, -25.24, 8.32], [30.45, -25.79, 3.87], [29.72, -25.18, 3.67], [30.10, -26.35, 4.58], [23.65, -20.34, 2.85], [23.38, -20.21, 3.77], [24.28, -19.63, 2.68], [26.65, -22.75, 9.29], [27.36, -23.23, 9.74], [26.93, -22.72, 8.36], [32.01, -23.62, 4.35], [31.46, -24.44, 4.30], [32.92, -23.94, 4.30], [20.04, -23.67, 6.11], [20.58, -23.79, 5.32], [20.22, -22.76, 6.39], [27.15, -23.12, 0.77], [27.51, -22.62, 1.51], [27.84, -23.77, 0.57], [19.78, -21.11, 3.53], [20.42, -21.30, 2.84], [20.30, -21.02, 4.33], [21.86, -26.46, 7.17], [22.18, -25.54, 7.28], [21.89, -26.62, 6.23], [22.85, -19.91, 8.10], [23.02, -19.56, 7.22], [23.71, -19.90, 8.54], [21.92, -23.31, 9.75], [21.22, -22.73, 10.02], [22.01, -23.16, 8.79], [32.50, -21.12, 5.42], [32.10, -21.25, 6.28], [32.39, -21.98, 4.97], [21.85, -24.00, 3.38], [21.82, -23.05, 3.21], [22.79, -24.23, 3.34], [29.66, -20.56, 8.98], [29.46, -20.67, 8.04], [30.55, -20.90, 9.08], [24.31, -25.26, 9.49], [23.60, -25.00, 10.08], [24.10, -24.81, 8.65], [30.10, -23.14, 1.15], [30.05, -23.53, 2.04], [30.95, -22.70, 1.13]],
  "mulliken_charge": [-0.5922, 0.4288, -0.3445, 1.1169, -1.0059, 0.8105, -0.7097, 0.0274, 0.3420, -0.2211, 0.5772, -0.4788, -0.4575, -0.6852, 0.2915, 0.2874, -0.6798, 0.3222, 0.3334, -0.6456, 0.3155, 0.2202, -0.7129, 0.3570, 0.3427, -0.5762, 0.3173, 0.2798, -0.6214, 0.2589, 0.2320, -0.6935, 0.4061, 0.2812, -0.6416, 0.3740, 0.3017, -0.6085, 0.2892, 0.3089, -0.6290, 0.3182, 0.3560, -0.6795, 0.3817, 0.2968, -0.6653, 0.3018, 0.3197, -0.6254, 0.2798, 0.2333, -0.6410, 0.2822, 0.4237, -0.6245, 0.2603, 0.3163, -0.6394, 0.4445, 0.2772, -0.6967, 0.3059, 0.2622, -0.6579, 0.3693, 0.2819],
  "homo_ev": -7.83,
  "relative_energy_kcal_mol": 19.8,
  "charge": -1,
  "energy_ev": -58653.618,
  "lumo_energy_ev": 1.79
}

***

Entry 2:
{
  "formula": "C4H36F12LiN2O26S4",
  "method": "wB97M-V/def2-TZVPD",
  "species": ["Li", "C", "F", "F", "F", "S", "O", "O", "N", "S", "O", "O", "C", "F", "F", "F", "C", "F", "F", "F", "S", "O", "O", "N", "S", "O", "O", "C", "F", "F", "F", "O", "H", "H", "O", "H", "H", "O", "H", "H", "O", "H", "H", "O", "H", "H", "O", "H", "H", "O", "H", "H", "O", "H", "H", "O", "H", "H", "O", "H", "H", "O", "H", "H", "O", "H", "H", "O", "H", "H", "O", "H", "H", "O", "H", "H", "O", "H", "H", "O", "H", "H", "O", "H", "H"],
  "positions_angstrom": [[-0.24, 2.62, 2.37], [-2.21, -2.85, 0.55], [-2.68, -1.90, 1.38], [-1.45, -2.28, -0.39], [-1.57, -3.75, 1.32], [-3.77, -3.68, -0.33], [-4.69, -4.22, 0.70], [-4.28, -2.52, -1.13], [-2.97, -4.82, -1.38], [-3.78, -6.12, -1.01], [-3.50, -6.61, 0.36], [-5.14, -5.96, -1.37], [-3.16, -7.44, -2.34], [-1.91, -7.81, -2.04], [-3.98, -8.42, -2.47], [-3.15, -6.84, -3.54], [-0.36, 2.59, -1.34], [-1.15, 3.36, -0.63], [-1.10, 1.45, -1.63], [-0.09, 3.16, -2.48], [1.33, 2.18, -0.34], [2.09, 1.33, -1.30], [1.99, 3.49, -0.12], [0.85, 1.52, 1.21], [1.21, 0.00, 1.00], [0.45, -0.76, 0.01], [2.71, -0.18, 0.92], [0.58, -0.63, 2.76], [-0.76, -0.34, 2.89], [0.74, -1.86, 2.80], [1.32, 0.11, 3.69], [5.43, 1.09, 1.21], [4.77, 1.47, 0.63], [5.06, 1.19, 2.09], [0.56, -1.02, -3.07], [1.40, -1.37, -3.35], [0.34, -1.52, -2.28], [4.40, 0.15, -3.89], [3.52, 0.50, -3.75], [4.66, 0.48, -4.75], [-3.63, 5.28, 1.14], [-3.64, 5.86, 0.37], [-3.51, 4.40, 0.77], [0.77, 2.80, 4.25], [0.71, 2.48, 5.15], [1.42, 3.50, 4.29], [0.93, -4.46, 4.73], [0.11, -4.10, 4.39], [0.84, -5.41, 4.62], [-1.37, 0.23, -4.28], [-1.77, 0.53, -3.46], [-0.58, -0.23, -4.00], [4.39, -1.56, -0.99], [4.59, -1.92, -0.12], [4.38, -0.61, -0.85], [1.43, -3.51, -1.81], [1.15, -4.31, -1.37], [1.96, -3.05, -1.16], [3.31, 2.36, 2.46], [2.48, 1.93, 2.26], [3.06, 3.19, 2.85], [2.47, -3.06, 0.82], [3.33, -3.08, 1.23], [2.01, -3.82, 1.18], [1.98, 1.25, -4.15], [1.36, 1.87, -4.52], [1.73, 1.18, -3.23], [-2.16, 2.60, 2.69], [-2.44, 3.20, 3.38], [-2.76, 1.85, 2.78], [-0.83, 6.07, -3.63], [-0.11, 6.30, -4.21], [-0.47, 5.41, -3.05], [-3.32, 4.65, -2.44], [-3.23, 4.12, -1.65], [-3.64, 4.04, -3.10], [3.69, 5.41, 0.46], [3.19, 4.60, 0.40], [3.02, 6.10, 0.49], [0.39, -1.30, 6.07], [-0.08, -1.92, 6.62], [0.07, -1.48, 5.19], [-3.99, 3.20, -0.33], [-3.90, 2.25, -0.39], [-4.81, 3.39, -0.79]],
  "mulliken_charge": [0.7943, 0.5677, -0.1874, -0.1150, -0.2518, 1.0215, -0.5105, -0.5869, -0.1540, 0.9999, -0.4717, -0.4983, 0.6554, -0.1919, -0.1646, -0.2156, 0.4349, -0.1959, -0.1910, -0.1203, 0.9586, -0.5776, -0.7373, -0.0265, 0.1305, 0.2483, -0.2116, -0.1385, -0.1475, 0.0990, -0.1927, -0.6512, 0.2953, 0.3169, -0.5158, 0.2857, 0.1008, -0.6473, 0.4533, 0.2647, -0.6733, 0.3209, 0.4023, -0.4465, 0.2297, 0.2491, -0.5905, 0.2829, 0.2993, -0.6729, 0.2471, 0.4959, -0.6230, 0.2628, 0.3059, -0.6269, 0.2613, 0.3171, -0.5304, 0.4632, 0.1626, -0.4954, 0.2122, 0.2203, -0.7304, 0.3280, 0.2986, -0.5263, 0.2961, 0.2356, -0.6180, 0.3062, 0.2857, -0.6049, 0.3311, 0.2881, -0.6708, 0.5842, 0.2700, -0.5658, 0.3076, 0.2456, -0.6074, 0.2279, 0.3193],
  "homo_ev": [-9.90, -9.90],
  "spin_multiplicity": 2,
  "energy_ev": -137096.565,
  "lumo_energy_ev": [-1.21, -5.48]
}

***

Entry 3:
{
  "formula": "C4H36N2O12S",
  "method": "wB97M-V/def2-TZVPD",
  "species": ["C", "N", "C", "C", "S", "C", "N", "H", "H", "H", "H", "H", "H", "H", "H", "H", "H", "H", "H", "H", "H", "O", "H", "H", "O", "H", "H", "O", "H", "H", "O", "H", "H", "O", "H", "H", "O", "H", "H", "O", "H", "H", "O", "H", "H", "O", "H", "H", "O", "H", "H", "O", "H", "H", "O"],
  "positions_angstrom": [[-1.37, 1.50, 1.55], [-1.63, 0.03, 1.52], [-1.63, -0.58, 0.20], [-0.88, -1.96, 0.15], [-1.65, -3.16, -1.10], [-0.11, 1.76, 2.43], [1.21, 1.81, 1.71], [-2.29, 1.94, 1.87], [-1.22, 1.82, 0.47], [-1.11, -0.43, 2.22], [-2.69, -0.77, -0.20], [-1.33, 0.13, -0.59], [-1.06, -2.56, 1.17], [0.10, -1.61, -0.14], [-0.58, -3.51, -1.78], [-0.06, 1.08, 3.32], [-0.25, 2.79, 2.77], [1.24, 0.84, 1.42], [1.44, 2.49, 1.04], [-0.21, 2.63, -0.52], [-0.26, 2.97, -1.98], [0.09, 3.31, -1.06], [0.89, -1.38, 3.81], [-0.39, -2.10, 3.49], [-0.03, -1.21, 3.58], [0.57, 0.33, -4.15], [0.00, 0.48, -2.84], [-0.28, 0.40, -3.84], [-3.54, 1.31, 0.47], [-4.90, 1.07, 0.26], [-4.41, 1.83, 0.21], [-1.24, 2.72, -4.41], [-1.62, 2.56, -2.79], [-1.11, 2.95, -3.47], [2.50, -3.37, -2.12], [2.32, -3.38, -0.62], [2.03, -2.95, -1.46], [3.46, -3.40, 2.12], [3.33, -2.66, 0.83], [3.19, -3.56, 1.23], [2.00, 2.96, -0.90], [1.73, 1.42, -1.50], [2.40, 2.10, -1.19], [3.34, -0.27, -0.56], [3.62, -0.24, 0.90], [3.35, -0.87, 0.25], [1.69, -0.55, -0.86], [1.00, -1.22, -2.05], [0.98, -0.39, -1.51], [-2.54, 3.51, -0.99], [-3.48, 2.28, -0.97], [-2.75, 2.84, -1.51], [0.82, -4.53, 2.29], [1.08, -3.45, 1.65], [0.25, -3.75, 2.19]],
  "mulliken_charge": [0.8068, -0.2588, 0.0959, 0.0315, -0.2260, -1.0526, -0.4406, 0.5321, -0.4346, 0.3395, 0.2460, -0.0835, 0.1611, -0.1061, 0.0950, 0.2976, 0.4167, 0.1788, 0.2694, -0.2401, 0.5520, -0.7149, 0.2658, 0.2473, -0.6224, 0.3398, 0.3188, -0.6247, 0.2270, 0.3331, -0.6648, 0.3259, 0.2640, -0.6741, 0.2293, 0.2758, -0.4770, 0.3011, 0.3392, -0.7143, 0.2791, 0.4385, -0.6788, 0.2948, 0.2752, -0.6624, 0.0679, 0.2404, -0.3785, 0.2571, 0.4096, -0.7249, 0.3220, 0.3095, -0.6048],
  "homo_ev": -8.38,
  "relative_energy_kcal_mol": 107.7,
  "energy_ev": -43114.085,
  "lumo_energy_ev": -0.35
}

***

Entry 4:
{
  "formula": "C4H36N2O12S2",
  "method": "wB97M-V/def2-TZVPD",
  "species": ["S", "S", "C", "C", "C", "N", "N", "C", "H", "H", "H", "H", "H", "H", "H", "H", "H", "H", "H", "H", "H", "H", "O", "H", "H", "O", "H", "H", "O", "H", "H", "O", "H", "H", "O", "H", "H", "O", "H", "H", "O", "H", "H", "O", "H", "H", "O", "H", "H", "O", "H", "H", "O", "H", "H", "O"],
  "positions_angstrom": [[4.69, -0.78, -1.52], [3.65, -2.28, -2.06], [2.03, -2.19, -2.74], [0.99, -1.34, -2.06], [-0.16, -2.06, -1.43], [-1.26, -1.35, -0.76], [0.24, -0.59, -3.08], [0.98, 0.70, -3.24], [3.95, -0.47, -0.41], [2.15, -2.04, -3.83], [1.70, -3.30, -2.75], [1.55, -0.52, -1.26], [0.11, -2.86, -0.83], [-0.68, -2.67, -2.37], [-1.01, -0.48, -0.23], [-2.05, -1.09, -1.40], [0.11, -1.14, -3.95], [1.33, 1.00, -2.23], [1.80, 0.65, -4.01], [0.36, 1.52, -3.52], [1.49, -0.90, 3.54], [0.26, -0.20, 4.47], [1.16, -0.03, 4.15], [-2.36, -2.73, -0.37], [-2.14, -4.27, -0.33], [-2.49, -3.57, 0.21], [-1.05, 3.64, 0.72], [-2.12, 4.64, 0.69], [-1.26, 4.61, 0.84], [1.09, 1.01, 3.05], [2.11, 2.07, 2.88], [1.42, 1.84, 2.39], [0.71, 3.16, -1.16], [-0.54, 3.93, -0.84], [0.20, 3.84, -1.57], [-1.71, 2.73, -1.52], [-1.90, 3.44, -2.88], [-2.26, 2.80, -2.28], [-1.00, -3.68, 1.74], [-0.78, -2.28, 2.45], [-0.61, -3.23, 2.53], [1.23, -2.58, 1.86], [1.46, -1.23, 1.19], [1.38, -1.75, 2.00], [-2.83, 1.26, -0.08], [-2.17, 0.89, 1.17], [-2.02, 1.44, 0.42], [-1.72, -1.62, 1.41], [-2.00, -0.79, 2.75], [-2.07, -0.87, 1.85], [-1.05, 3.52, 3.33], [-0.10, 2.27, 3.43], [-0.98, 2.64, 3.78], [1.38, 0.75, 0.98], [-0.05, 0.44, 0.50], [0.86, 0.10, 0.37]],
  "mulliken_charge": [-0.1369, -0.0918, -0.9898, 1.9349, -2.1059, 0.0289, -0.4604, -0.5800, 0.0810, 0.3700, 0.2980, -0.4082, 0.5520, 0.3183, -0.4887, 0.3401, 0.2828, 0.1259, 0.2551, 0.3177, 0.4449, 0.3183, -0.7057, 0.4516, 0.3303, -0.6890, 0.2271, 0.3551, -0.6520, 0.4611, 0.2147, -0.7424, 0.3588, 0.2144, -0.6583, 0.3360, 0.3174, -0.6409, 0.3825, 0.1992, -0.6463, 0.2935, 0.2344, -0.6631, 0.2949, 0.1537, -0.3400, 0.3198, 0.2164, -0.6043, 0.2853, 0.3298, -0.6837, 0.3511, -0.1813, 0.4737],
  "homo_ev": -8.65,
  "relative_energy_kcal_mol": 145.8,
  "energy_ev": -53948.556,
  "lumo_energy_ev": -0.01
}

***

The maximum force results, record by record, are as follows: 0.0294; 0.1165; 0.1589; 0.1602 Eh/bohr.